1) Formula: C5H12O2
Source: OMol25
Level of theory: wB97M-V/def2-TZVPD

Each line ends with the Mulliken charge.
Atoms and positions in Å:
C (-1.63333, -0.21932, 1.62636)  -0.624
O (-0.39520, -0.55235, 1.05764)  -0.363
C (-0.19533, 0.28827, -0.04830)  0.361
C (-0.59383, 1.91526, 0.24700)  -1.237
C (1.24348, 0.00062, -0.55834)  -0.773
C (1.50293, -1.25959, -1.42521)  -0.560
O (1.43630, -2.49198, -0.74052)  -0.510
H (-2.47430, -0.56289, 1.00482)  0.289
H (-1.63665, 0.87958, 1.60152)  0.206
H (-1.68741, -0.64616, 2.62990)  0.264
H (-0.91836, 0.00734, -0.83635)  0.321
H (-0.94146, 2.40877, 1.19112)  0.374
H (-1.39183, 2.21152, -0.44962)  0.307
H (0.30332, 2.47585, 0.02661)  0.355
H (1.91301, -0.07325, 0.30912)  0.242
H (1.55416, 0.86026, -1.15725)  0.385
H (0.84923, -1.26552, -2.31462)  0.309
H (2.53382, -1.21288, -1.80782)  0.320
H (0.59021, -2.53041, -0.27840)  0.335

Total charge: 0
SMILES string: CO[C@@H](C)CCO
LUMO level: 0.975 eV
Frontier orbital gap: 10.9 eV

2) Formula: C5H12O2
Source: OMol25
Level of theory: wB97M-V/def2-TZVPD

Each line ends with the Mulliken charge.
Atoms and positions in Å:
C (-1.49940, 1.99627, -1.17307)  -1.204
C (-0.85058, 0.61958, -1.27083)  -0.545
C (-0.06530, 0.25505, -0.01258)  0.306
O (-0.97257, 0.29982, 1.06783)  -0.563
C (0.52370, -1.15347, -0.10930)  -0.808
C (1.60481, -1.44820, 0.91726)  -0.464
O (1.03212, -1.30254, 2.21323)  -0.536
H (-2.07659, 2.22916, -2.07411)  0.370
H (-2.16922, 2.04050, -0.31053)  0.283
H (-0.73954, 2.77757, -1.05280)  0.295
H (-0.18155, 0.58167, -2.14100)  0.319
H (-1.62190, -0.14694, -1.42333)  0.333
H (0.74668, 0.99625, 0.11427)  0.232
H (-0.51771, -0.05748, 1.84868)  0.336
H (0.93356, -1.37119, -1.10581)  0.341
H (-0.34781, -1.78084, 0.07528)  0.340
H (2.44846, -0.74855, 0.79510)  0.351
H (2.00183, -2.46746, 0.78839)  0.318
H (1.75101, -1.31920, 2.85333)  0.296

Total charge: 0
SMILES string: CC[C@@H](O)CCO
LUMO level: 0.751 eV
Frontier orbital gap: 10.7 eV

3) Formula: C5H12O2
Source: OMol25
Level of theory: wB97M-V/def2-TZVPD

Each line ends with the Mulliken charge.
Atoms and positions in Å:
C (0.41129, 2.71076, -0.85369)  -0.552
O (0.34836, 1.40873, -0.92283)  -0.217
C (0.05471, 0.56356, 0.01630)  -0.882
C (0.13733, -0.89996, -0.28464)  1.066
C (1.04098, -1.63023, 0.71647)  -1.542
C (-1.26026, -1.53965, -0.30235)  -0.736
O (-2.10466, -0.97862, -1.28009)  -0.507
H (-0.02118, 3.21228, 0.00568)  0.353
H (2.06948, 2.21621, 0.64473)  0.048
H (0.62858, 3.19849, -1.79172)  0.238
H (2.01616, 1.54718, 0.99946)  -0.018
H (-0.31995, 0.96392, 0.95836)  0.522
H (0.55327, -0.99393, -1.29538)  0.109
H (1.06889, -2.70618, 0.50790)  0.408
H (0.67525, -1.49745, 1.74221)  0.333
H (2.06338, -1.24346, 0.67319)  0.387
H (-1.17751, -2.60430, -0.54511)  0.344
H (-1.70470, -1.46728, 0.70630)  0.299
H (-2.10476, -0.02203, -1.13882)  0.348

Total charge: 0
LUMO level (alpha / beta): 0.596 / 0.591 eV
Frontier orbital gap (alpha / beta): 8.1 / 8.0 eV

4) Formula: C5H12O2
Source: OMol25
Level of theory: wB97M-V/def2-TZVPD

Each line ends with the Mulliken charge.
Atoms and positions in Å:
C (-1.85852, -0.49240, 0.96841)  -0.897
O (-0.48369, -0.36165, 0.71431)  -0.483
C (-0.23652, 0.51670, -0.37710)  0.483
C (-0.37249, 1.87924, 0.44197)  -1.256
C (1.14718, 0.13626, -1.01391)  -0.827
C (1.51991, -1.35644, -0.85718)  -0.461
O (1.71697, -1.71925, 0.48546)  -0.595
H (-2.47681, 0.31075, 0.53375)  0.369
H (-2.01789, -0.49427, 2.04899)  0.256
H (-2.14131, -1.44143, 0.51868)  0.331
H (-0.97682, 0.24303, -1.17046)  0.365
H (0.63245, 2.27618, 0.58972)  0.381
H (-0.72856, 1.70760, 1.48582)  0.312
H (-1.04926, 2.63128, 0.03757)  0.299
H (1.94375, 0.71483, -0.54141)  0.294
H (1.18767, 0.36810, -2.09310)  0.353
H (0.77668, -2.00668, -1.35781)  0.249
H (2.47737, -1.54761, -1.36146)  0.358
H (0.93986, -1.36425, 0.94775)  0.468

Total charge: 0
SMILES string: CO[C@@H](C)CCO
LUMO level: 0.999 eV
Frontier orbital gap: 10.7 eV

Which structure is most stable? 2), by 1.323 eV over the runner-up.

1) Formula: C5H12O2
Source: OMol25
Level of theory: wB97M-V/def2-TZVPD

Each line ends with the Mulliken charge.
Atoms and positions in Å:
C (-1.47772, -0.51998, -1.93539)  -0.767
C (-1.06604, -0.42911, -0.66696)  0.170
O (-1.89832, -0.46423, 0.41224)  -0.424
C (0.38857, -0.36101, -0.25073)  0.001
O (0.81717, -1.70253, -0.04078)  -0.550
C (0.72662, 0.48315, 0.98931)  -0.283
C (2.22033, 0.38406, 1.31275)  -1.230
H (-2.53517, -0.53049, -2.19514)  0.251
H (-0.76018, -0.54862, -2.74668)  0.272
H (-2.78580, -0.70451, 0.11014)  0.305
H (0.96002, 0.02239, -1.10410)  0.293
H (0.18519, -2.06411, 0.59735)  0.390
H (0.13917, 0.12009, 1.84241)  0.273
H (0.44138, 1.53345, 0.84637)  0.259
H (2.51923, -0.66093, 1.43535)  0.293
H (2.83401, 0.80832, 0.50870)  0.323
H (2.46455, 0.92042, 2.23552)  0.387
H (-1.59269, 2.00917, -0.33257)  0.042
H (-1.58034, 1.70447, -1.01778)  -0.006

Total charge: 0
SMILES string: C=C(O)[C@H](O)CC.[H][H]
LUMO level: 0.769 eV
Frontier orbital gap: 9.8 eV

2) Formula: C5H12O2
Source: OMol25
Level of theory: wB97M-V/def2-TZVPD

Each line ends with the Mulliken charge.
Atoms and positions in Å:
C (0.70228, 0.78425, 0.35396)  -0.446
C (0.34606, -0.21919, -0.55283)  0.825
C (-1.01643, 0.46099, 1.32686)  -0.606
C (0.61438, -1.65126, -0.20215)  -1.441
C (-0.64407, 0.03056, -1.65082)  -1.522
O (0.64453, 2.12702, 0.07589)  -0.515
O (-0.80778, -0.49521, 2.30463)  -0.492
H (1.01401, 2.22486, -0.82359)  0.400
H (-0.50316, -0.06138, 3.10985)  0.336
H (1.40133, 0.51042, 1.14062)  0.314
H (1.82962, 0.41694, -1.26562)  0.236
H (-1.87384, 0.19591, 0.71444)  0.265
H (-1.11536, 1.48388, 1.68783)  0.405
H (1.02118, -2.15349, -1.08085)  0.439
H (-0.97734, 1.06682, -1.67025)  0.342
H (-0.31157, -2.15564, 0.07784)  0.323
H (1.33270, -1.75166, 0.60876)  0.309
H (-0.15091, -0.18227, -2.60095)  0.458
H (-1.50561, -0.63156, -1.55361)  0.371

Total charge: 0
LUMO level: 0.693 eV
Frontier orbital gap: 7.9 eV

Which structure is most stable? 1), by 2.968 eV over the runner-up.

1) Formula: C5H12O2
Source: OMol25
Level of theory: wB97M-V/def2-TZVPD

Each line ends with the Mulliken charge.
Atoms and positions in Å:
C (2.25095, 0.13810, 1.46196)  -1.197
C (0.89900, 0.63540, 0.95395)  -0.552
C (0.32657, -0.13973, -0.23571)  -0.096
O (0.37457, -1.53929, -0.02558)  -0.597
C (-1.12859, 0.30826, -0.49900)  0.384
C (-1.62625, 0.01715, -1.91516)  -1.520
O (-1.97187, -0.29022, 0.48845)  -0.556
H (2.17857, -0.86337, 1.90322)  0.278
H (2.98953, 0.08994, 0.65325)  0.323
H (2.62840, 0.82210, 2.23095)  0.370
H (0.16377, 0.58497, 1.77188)  0.290
H (0.96780, 1.69135, 0.65418)  0.330
H (0.93617, 0.03242, -1.13899)  0.413
H (-0.08756, -1.70316, 0.81063)  0.392
H (-1.18268, 1.39003, -0.33394)  0.283
H (-1.20542, -0.91093, -2.31826)  0.332
H (-2.71983, -0.06270, -1.91391)  0.424
H (-1.37859, 0.83329, -2.60373)  0.381
H (-2.41455, -1.03360, 0.05582)  0.320

Total charge: 0
SMILES string: CC[C@@H](O)[C@@H](C)O
LUMO level: 0.907 eV
Frontier orbital gap: 10.9 eV

2) Formula: C5H12O2
Source: OMol25
Level of theory: wB97M-V/def2-TZVPD

Each line ends with the Mulliken charge.
Atoms and positions in Å:
C (-1.80373, 1.22016, -0.52626)  -1.166
C (-0.12239, 0.85062, -0.63512)  -0.689
C (-0.11029, -0.35620, 0.19357)  1.132
C (-0.83267, -1.59279, -0.28788)  -1.703
O (-0.22625, -0.13303, 1.54959)  -0.509
O (1.53562, -0.59499, -0.23302)  -0.486
C (2.51164, 0.09465, 0.50462)  -0.669
H (-2.14636, 1.32978, 0.50302)  0.333
H (-1.87787, 2.18939, -1.02278)  0.388
H (-2.42408, 0.51119, -1.07616)  0.309
H (0.37002, 1.71218, -0.18943)  0.377
H (0.06373, 0.68772, -1.69290)  0.317
H (-1.86073, -1.63029, 0.08520)  0.442
H (-0.84501, -1.65233, -1.37744)  0.337
H (-0.30107, -2.47566, 0.07943)  0.461
H (-0.33930, -0.98909, 1.98850)  0.367
H (2.31426, 0.07062, 1.58736)  0.248
H (3.48785, -0.38602, 0.35637)  0.280
H (2.60665, 1.14408, 0.19335)  0.231

Total charge: 0
SMILES string: CC[C@](C)(O)OC
LUMO level: 0.801 eV
Frontier orbital gap: 9.6 eV

3) Formula: C5H12O2
Source: OMol25
Level of theory: wB97M-V/def2-TZVPD

Each line ends with the Mulliken charge.
Atoms and positions in Å:
C (1.32709, 0.94942, -0.96489)  -0.981
C (0.99402, 0.20660, 0.08425)  0.891
C (1.67336, -1.03773, 0.54920)  -1.119
H (2.05213, 0.59218, -1.67838)  0.293
H (0.80443, 1.85807, -1.21890)  0.359
H (0.39448, 0.72721, 0.95649)  -0.365
H (2.20290, -1.51675, -0.27303)  0.352
H (0.92474, -1.74260, 0.91081)  0.278
H (2.37114, -0.81868, 1.35846)  0.309
C (-0.92330, 1.10840, 1.98687)  -0.091
O (-1.93312, 0.82401, 1.31933)  -0.524
H (-0.66730, 2.15783, 2.19211)  0.302
H (-0.54530, 0.40610, 2.74923)  0.270
C (-1.44067, -0.69085, -1.69539)  -0.617
O (-1.04525, -0.87217, -0.35489)  -0.506
H (-0.80560, 0.04640, -2.19822)  0.249
H (-2.47585, -0.34629, -1.78494)  0.286
H (-1.32125, -1.64898, -2.20716)  0.217
H (-1.58665, -0.20215, 0.26907)  0.398

Total charge: 0
SMILES string: C=CC.C=O.CO
LUMO level: -0.229 eV
Frontier orbital gap: 8.6 eV

4) Formula: C5H12O2
Source: OMol25
Level of theory: wB97M-V/def2-TZVPD

Each line ends with the Mulliken charge.
Atoms and positions in Å:
C (-1.00752, 1.92575, -1.27822)  -1.272
C (-1.25223, 0.89179, -0.18425)  0.017
C (0.04790, 0.39785, 0.36039)  -0.245
C (0.21156, -0.46693, 1.38254)  -0.568
C (1.51051, -0.55921, 2.11923)  -0.328
O (2.62030, -0.46455, 1.21988)  -0.528
H (-1.86496, 2.47970, -1.64584)  0.370
H (-0.37147, 2.70679, -0.87882)  0.330
H (-0.44674, 1.44137, -2.07472)  0.289
H (-1.84534, 1.26060, 0.65610)  0.293
H (-1.88419, 0.11119, -0.63157)  0.167
H (0.93675, 0.39906, -0.26947)  0.289
H (-0.52107, -1.22809, 1.64281)  0.325
H (1.63945, 0.34194, 2.73689)  0.245
H (1.55265, -1.42385, 2.79345)  0.331
H (3.44851, -0.67843, 1.66466)  0.288
O (-1.09598, -2.60288, -2.73442)  -0.640
H (-1.46219, -2.24500, -1.92783)  0.318
H (-0.21596, -2.28710, -2.95081)  0.320

Total charge: 0
SMILES string: CC/C=C/CO.O
LUMO level: 0.669 eV
Frontier orbital gap: 9.5 eV

Which structure is most stable? 1), by 1.728 eV over the runner-up.

1) Formula: C5H12O2
Source: OMol25
Level of theory: wB97M-V/def2-TZVPD

Each line ends with the Mulliken charge.
Atoms and positions in Å:
C (-1.17228, 1.75461, 1.47174)  -1.106
C (-1.42429, 0.59673, 0.50916)  -0.284
C (-0.28074, 0.30043, -0.44508)  0.070
O (1.10797, -0.00297, 0.61773)  -0.587
C (-0.17356, -0.86450, -1.22217)  -0.886
C (2.12928, -0.77400, -0.71452)  -0.736
O (-0.72878, -2.03012, -0.65341)  -0.525
H (-0.37430, 1.50962, 2.17878)  0.253
H (-0.86498, 2.65546, 0.92614)  0.285
H (-2.07853, 2.00336, 2.03564)  0.383
H (-1.72044, -0.31285, 1.04272)  0.276
H (-2.27550, 0.85303, -0.13878)  0.304
H (0.05971, 1.19472, -0.97155)  0.304
H (0.75864, -0.80907, 1.04081)  0.428
H (-0.15594, -0.81924, -2.30871)  0.494
H (2.75576, -1.26866, 0.02755)  0.341
H (1.99816, -1.42493, -1.57496)  0.369
H (2.53983, 0.18495, -1.01548)  0.293
H (-0.10001, -2.74659, -0.80562)  0.325

Total charge: 0
LUMO level (alpha / beta): 0.740 / 0.740 eV
Frontier orbital gap (alpha / beta): 7.4 / 7.4 eV

2) Formula: C5H12O2
Source: OMol25
Level of theory: wB97M-V/def2-TZVPD

Each line ends with the Mulliken charge.
Atoms and positions in Å:
C (0.47547, 2.61480, 0.91183)  -1.113
C (-0.14147, 1.32529, 1.37507)  -0.211
C (-1.01903, 0.78270, 0.37717)  -0.312
C (-0.77722, -0.31932, -0.35125)  -0.038
C (-1.60099, -1.21052, -1.29047)  -0.255
O (-0.76037, -2.19826, -1.68517)  -0.492
H (1.38951, 2.86126, 1.43925)  0.337
H (-0.25670, 3.46004, 0.98418)  0.313
H (0.91672, 2.56670, -0.14180)  0.292
H (-0.72642, 1.58343, 2.34353)  0.221
H (0.54774, 0.57677, 1.84869)  0.310
H (-2.01087, 1.24943, 0.31820)  0.305
H (0.13050, -0.82774, -0.08081)  -0.150
H (-1.85719, -0.51609, -2.10467)  0.250
H (-2.46981, -1.54423, -0.69249)  0.245
H (-1.17137, -2.63817, -2.45170)  0.320
O (3.07679, -0.89853, 0.59644)  -0.611
H (3.13963, -0.04249, 0.74414)  0.277
H (2.21630, -1.11239, 0.36922)  0.312

Total charge: 0
SMILES string: CC/C=C/CO.O
LUMO level: 0.866 eV
Frontier orbital gap: 10.1 eV

Which structure is most stable? 2), by 3.442 eV over the runner-up.